86
Properties=species:S:1:pos:R:3:mulliken_charge:R:1 method="wB97M-V/def2-TZVPD" gap_ev=5.593 charge=-2 e_lumo_ev=3.56
Zr 14.69577 16.29013 7.96804 0.019
O 13.02866 17.35646 11.75558 -0.748
C 13.71028 17.38663 10.74022 0.390
O 13.37987 16.89571 9.59721 -0.132
C 15.07854 18.09387 10.74238 -0.338
C 15.45465 18.95746 11.73523 -0.411
C 16.52596 19.78602 11.53828 -0.608
C 17.25602 19.61526 10.36387 -1.094
C 16.86164 18.62266 9.42507 -0.391
N 15.75711 17.90504 9.59206 1.243
H 14.81125 18.98797 12.59734 0.596
H 16.81714 20.56256 12.28053 0.355
H 18.15834 20.14713 10.13443 0.509
H 17.43212 18.42286 8.54259 0.486
C 11.34072 14.67611 10.69035 -0.640
O 11.83182 14.44345 11.99445 -0.386
C 12.23428 13.26345 12.37404 0.697
O 12.65967 12.97670 13.42987 -0.561
H 10.94483 15.68225 10.81424 0.324
H 10.62408 13.94539 10.38690 0.503
H 12.12528 14.68297 9.94026 0.064
O 11.96351 10.38920 12.39356 -0.602
C 12.47478 11.03830 11.53372 0.031
O 12.12751 12.38091 11.33588 -0.099
C 13.36426 10.53511 10.43290 0.129
C 13.82607 11.32141 9.40463 0.327
C 14.57068 10.82090 8.33630 -1.501
C 14.68560 9.47157 8.30815 1.191
O 15.26903 8.72432 7.31992 -0.489
C 15.04888 7.38729 7.71378 -0.261
O 14.56872 7.35239 9.04354 -0.490
C 14.21796 8.62532 9.31400 0.800
C 13.64202 9.12977 10.42620 -1.280
H 13.63391 12.38730 9.38568 0.645
H 14.85769 11.49238 7.55300 0.556
H 16.00265 6.87577 7.62390 0.232
H 14.33808 6.96500 7.01916 0.267
H 13.34026 8.48475 11.27092 0.432
F 14.25983 14.26250 5.44513 -0.202
C 14.47090 14.18318 6.76632 0.079
F 15.59498 13.34197 6.88970 -0.254
F 13.43643 13.38479 7.26048 -0.224
C 12.59632 16.30022 6.93517 -0.770
C 11.46488 16.18606 6.52014 0.151
C 10.07814 16.14044 6.11736 0.294
C 9.28230 15.06174 6.61612 -0.347
C 7.93095 14.96389 6.32892 -0.566
C 7.33659 15.88635 5.46339 -0.307
C 8.09015 16.91813 4.95977 -0.611
C 9.42352 17.06687 5.33924 -0.184
H 9.82142 14.36505 7.27140 0.401
H 7.37606 14.14721 6.74899 0.381
H 6.30616 15.75180 5.14168 0.339
H 7.67475 17.64953 4.28158 0.360
H 10.03904 17.89657 4.98656 0.452
Se 20.00869 18.02675 4.73724 -0.689
Sb 19.76525 16.33279 6.69534 0.567
Se 20.63057 13.94007 6.38431 -0.663
Se 20.50899 17.23000 9.01973 -0.697
Se 17.07459 16.34291 6.82667 -0.249
C 17.67864 13.33625 9.04776 -0.964
P 16.60058 14.29767 10.07799 1.189
C 16.22798 13.24638 11.46658 -1.443
C 17.51990 15.62263 10.77878 -0.830
O 15.27190 14.75960 9.43631 0.807
H 18.59957 13.13112 9.61346 0.495
H 17.95515 13.82082 8.15288 0.033
H 17.14835 12.42653 8.82944 0.189
H 17.16619 12.98708 11.95895 0.434
H 15.73911 12.34596 11.18199 0.228
H 15.54745 13.75522 12.16154 0.335
H 18.38826 15.20251 11.26385 0.596
H 16.89699 16.24104 11.47648 0.178
H 17.87558 16.26316 9.97447 -0.188
N 16.22719 21.70744 5.92603 -0.488
C 15.17969 20.87727 6.25369 0.404
C 15.37678 19.54613 6.66604 -0.095
N 14.35950 18.73498 6.94117 0.243
C 13.15872 19.33223 7.00060 -0.413
C 12.97512 20.62805 6.64482 -0.467
N 13.94830 21.41568 6.21170 -0.667
H 17.08027 21.24336 5.64211 0.267
H 16.00196 22.53152 5.36092 0.271
H 16.38915 19.12399 6.64668 0.096
H 12.32283 18.69374 7.28407 0.381
H 11.97663 21.02726 6.68657 0.384